20
Properties=species:S:1:pos:R:3:forces:R:3 method="wB97M-V/def2-TZVPD" spin_multiplicity=1 max_force_ev_per_a=5.86 total_charge=0 e_homo_ha=-0.342 e_tot_ha=-1492.1742 molar_mass_da=236.65 e_above_lowest_kcal_mol=92.2
C -2.02661 0.46834 0.19189 -0.4 -0.8 0.8
C -1.29761 1.60656 0.22960 -1.2 -2.4 -1.4
C 0.90119 -0.67682 0.87516 -0.5 0.4 -2.9
C 1.62457 0.65180 0.32955 0.1 1.8 -0.8
C -1.28813 -0.56543 -0.61215 -1.1 -0.7 -3.2
C -0.19289 1.58978 -0.80384 0.6 -0.4 -0.3
C -0.68553 -1.60813 0.27134 3.1 0.8 2.7
C 1.29906 1.84275 -0.31029 -3.7 -4.4 0.9
O 1.45591 -2.12249 -1.29727 1.2 0.1 -3.1
O 1.23293 -3.33481 0.80818 0.5 -1.9 1.6
O -0.29034 0.22155 -1.34723 -0.7 -0.2 0.9
F 1.93758 2.97822 -0.64003 -0.1 -1.6 0.6
S 0.98589 -2.22191 0.00090 -2.7 3.1 1.8
Cl 3.25895 0.50308 0.71583 1.8 -0.3 0.7
H -2.94550 0.07196 0.78791 1.8 1.4 -0.9
H -1.60379 2.39005 0.82753 -0.1 1.8 1.0
H 1.06018 -0.67879 1.90571 0.1 -0.5 1.6
H -1.88937 -1.22169 -1.45757 1.0 2.1 1.9
H -0.34254 2.22011 -1.67571 -0.4 0.5 0.1
H -1.19394 -2.11413 1.20048 0.8 1.2 -2.1

95
Properties=species:S:1:pos:R:3:forces:R:3 method="wB97M-V/def2-TZVPD" spin_multiplicity=3 max_force_ev_per_a=4.18 total_charge=-2 e_homo_ha="0.028 / -0.064" e_tot_ha=-3875.0981 molar_mass_da=835.70 e_above_lowest_kcal_mol=0.0
Ti -0.02562 0.40703 0.80824 -0.6 -1.9 0.3
C -2.80010 -5.20709 0.60256 -0.6 0.4 0.5
N -1.58427 -4.63747 0.10360 -0.5 0.3 -0.5
C -1.46748 -4.83666 -1.31692 0.7 -0.1 0.8
C -2.53019 -4.11621 -2.11704 -1.2 0.8 -0.3
C -1.94739 -3.31911 -3.28980 2.1 0.0 0.7
N -1.48421 -1.95528 -2.88745 0.0 0.4 -1.9
C -0.37999 -1.55182 -3.43501 -1.1 -1.1 1.0
C 0.11383 -0.15987 -3.47856 0.2 0.8 0.8
C 0.67189 0.43829 -4.61589 -0.5 -0.5 0.4
C 1.17816 1.71559 -4.50563 1.0 1.0 -0.2
C 1.14935 2.45716 -3.29466 -0.2 -0.8 -1.1
C 0.49609 1.94124 -2.20621 0.2 0.7 -0.7
C 0.15448 0.59858 -2.25577 -0.5 -3.0 1.8
O 0.02279 -0.08808 -1.11457 -0.2 1.3 -2.3
C -0.45009 -4.62179 1.01914 -1.0 0.6 -0.2
C 0.81211 -4.00776 0.45332 0.6 1.3 1.2
C 0.65134 -2.49949 0.06451 -0.1 -0.1 0.0
N 0.63045 -1.51572 1.13604 -0.3 -0.2 -0.3
C 1.46750 -1.74738 2.17276 0.6 -1.1 -0.2
C 1.11628 -1.45211 3.50502 1.1 0.5 -0.9
C 1.67732 -2.14083 4.56958 -0.2 0.3 1.7
C 1.20345 -1.85086 5.85072 -0.4 0.3 0.2
C 0.27425 -0.79751 6.07459 1.3 -1.5 0.6
C -0.09961 0.00322 5.02363 -0.5 -0.2 0.0
C 0.27948 -0.34651 3.73843 -1.7 1.1 -1.2
O -0.22178 0.34775 2.70215 0.3 0.0 2.7
H -2.96324 -6.23154 0.20052 0.1 0.0 0.3
H -3.71836 -4.62907 0.29737 0.8 -0.3 0.3
H -2.75711 -5.22092 1.71565 -0.2 -0.1 -0.7
H -1.52769 -5.90583 -1.52999 -0.1 -0.6 -0.3
H -0.47477 -4.55438 -1.65339 0.1 0.4 0.0
H -3.15107 -3.39494 -1.50787 0.9 -0.7 -0.4
H -3.27105 -4.85822 -2.47619 0.3 0.3 -0.1
H -2.64487 -3.30913 -4.10690 -0.6 0.8 -0.3
H -1.04284 -3.80907 -3.74983 -0.6 -0.3 0.4
H 0.29688 -2.34495 -3.80988 -0.2 0.3 -0.6
H 0.72213 -0.09418 -5.57622 -0.1 0.2 0.4
H 1.68226 2.14448 -5.37444 -0.1 0.0 0.2
H 1.71399 3.37045 -3.21051 -0.3 0.5 -0.2
H 0.25195 2.53167 -1.33995 0.4 -0.1 0.5
H -0.23703 -5.60674 1.45186 0.0 -0.3 0.0
H -0.84607 -3.96078 1.81582 0.7 -0.4 0.1
H 1.21839 -4.49453 -0.41717 0.0 -0.6 -0.3
H 1.54650 -4.12721 1.28671 -0.2 0.2 -0.8
H -0.32033 -2.42420 -0.43903 0.3 0.1 -0.1
H 1.41393 -2.13739 -0.63339 0.2 -0.7 -0.4
H 2.39307 -2.36207 2.02831 -0.8 0.3 0.0
H 2.46845 -2.87936 4.43886 -0.3 0.0 -0.2
H 1.50464 -2.46121 6.69814 0.1 0.1 0.0
H -0.12319 -0.69867 7.07797 0.0 0.3 0.0
H -0.79448 0.81270 5.17436 -0.1 0.3 -0.1
N 6.07283 6.24016 0.00176 -0.2 0.5 0.4
C 5.47359 4.98930 0.28231 -0.1 -0.9 -0.4
C 5.60620 4.38304 1.54634 0.9 0.6 0.4
C 5.07026 3.13334 1.81985 -0.9 0.2 -1.9
C 4.25145 2.52942 0.84674 0.3 0.5 -0.5
C 4.19211 3.06349 -0.45903 -0.3 -0.6 0.3
C 4.86266 4.24120 -0.74391 0.0 0.3 0.0
S 3.25083 1.12027 1.25074 -3.5 1.5 -0.1
O 3.44976 0.88114 2.65783 0.6 -0.4 -0.6
O 3.39011 0.17999 0.18507 1.0 -1.0 0.1
N 1.58953 1.57074 0.99044 3.1 2.6 1.1
C 1.05799 2.71597 1.61356 2.3 -1.0 0.1
N -0.24026 2.78151 1.53858 -2.6 1.9 0.0
C -0.88015 3.80739 2.18477 -0.5 -2.3 -0.7
C -0.17862 4.62458 3.04445 -0.8 1.0 0.5
C 1.18640 4.56068 2.96716 1.9 -0.9 -1.1
N 1.81727 3.64411 2.21525 0.3 0.7 0.7
H 6.20593 6.73048 0.87991 0.2 0.1 -0.2
H 5.53515 6.86541 -0.60685 0.1 -0.7 0.2
H 6.22107 4.87985 2.34327 -0.6 -0.4 -0.9
H 5.27239 2.61104 2.71668 -0.2 -0.2 1.0
H 3.62963 2.55663 -1.28247 0.5 0.3 1.0
H 4.89131 4.55458 -1.79565 0.0 0.3 0.5
H -2.00303 3.85584 2.04015 1.6 -0.1 0.2
H -0.62773 5.34681 3.72828 -0.2 -0.2 -0.4
H 1.86689 5.29533 3.43094 -0.5 -0.4 0.0
F -4.18536 1.90315 -4.92590 0.1 -0.3 0.3
C -4.30862 1.01304 -3.91806 -0.3 -0.2 1.5
C -4.03569 1.36474 -2.61864 -0.9 -0.2 -1.5
N -4.33236 0.54882 -1.54474 0.4 0.2 -0.7
C -4.18873 1.03677 -0.16756 0.2 -1.4 0.7
C -2.75048 1.52136 0.07729 1.9 -0.5 0.0
O -2.41632 2.64696 -0.33943 -0.8 -1.0 0.4
O -1.97119 0.61772 0.61024 -2.8 1.5 -0.8
C -4.63897 -0.79940 -1.76239 0.2 1.5 0.0
O -4.69894 -1.62821 -0.89485 -0.3 -0.5 0.3
N -4.98280 -1.06720 -3.07021 -0.6 -1.9 0.2
C -4.94271 -0.28096 -4.19595 0.0 0.3 -1.4
O -5.40903 -0.67546 -5.27247 0.6 0.5 1.2
H -3.67512 2.36314 -2.41090 0.2 -0.1 0.3
H -4.35296 0.11681 0.42414 0.1 0.7 -0.1
H -4.95420 1.77409 0.10091 0.2 0.1 -0.4
H -5.36827 -2.02989 -3.15515 0.5 1.2 -0.3

140
Properties=species:S:1:pos:R:3:forces:R:3 method="wB97M-V/def2-TZVPD" spin_multiplicity=1 max_force_ev_per_a=4.46 total_charge=0 smiles="C[N+](=O)[O-].C[N+](=O)[O-].C[N+](=O)[O-].C[N+](=O)[O-].CCOC(C)=O.CCOC(C)=O.CCOC(C)=O.CCOC(C)=O.CCOC(C)=O.CCOC(C)=O.CCOC(C)=O.CCOC(C)=O" e_homo_ha=-0.369 e_tot_ha=-3441.6331 molar_mass_da=949.01 e_above_lowest_kcal_mol=110.9
C -12.14961 11.40264 11.00772 0.0 -1.5 -0.2
N -11.96879 10.17258 11.86400 0.8 -0.2 2.2
O -12.42679 10.22716 13.01147 0.1 0.1 -1.5
O -11.27559 9.24169 11.47514 -0.7 0.8 -0.4
H -11.49197 12.18386 11.38892 -0.3 -0.1 0.1
H -13.21563 11.61820 11.08015 0.3 0.4 -0.1
H -11.83449 11.03843 10.02989 -0.2 0.5 -0.1
C -18.90565 13.84901 5.95065 -0.1 -0.5 0.7
N -17.85760 14.22221 6.96087 0.4 1.6 -1.1
O -18.25608 14.68404 8.01969 0.5 -0.8 -0.4
O -16.70160 14.23530 6.54229 -0.9 -0.4 1.0
H -19.45456 13.02585 6.40802 0.0 0.0 -0.2
H -18.41830 13.56042 5.01936 -0.1 0.2 0.2
H -19.57954 14.70363 5.89094 0.2 -0.1 -0.2
C -16.57018 4.45331 7.23365 0.0 -1.2 -0.1
N -15.96204 5.78951 6.98367 -0.3 1.0 0.9
O -15.25878 6.24918 7.87919 -0.4 -0.6 -0.7
O -16.26057 6.39831 5.97326 0.1 -0.6 0.1
H -16.90613 3.98749 6.30722 0.3 0.3 -0.1
H -17.44428 4.46254 7.88476 0.1 0.9 0.1
H -15.84160 3.82415 7.74494 0.1 0.2 -0.2
C -16.20570 10.35563 20.02367 -0.6 -1.0 -1.4
N -15.68017 11.46449 20.80154 0.9 -0.2 0.9
O -14.56345 11.86228 20.45713 -1.5 0.2 0.8
O -16.32846 11.77769 21.79485 0.9 0.4 -0.9
H -15.67852 9.44322 20.30243 0.1 0.2 0.2
H -15.98692 10.53828 18.97159 0.0 0.1 0.1
H -17.27553 10.20682 20.17005 0.2 0.3 0.2
O -9.60085 7.85031 19.80595 2.1 -0.2 -0.8
C -8.42464 8.20775 19.82861 -2.3 -1.3 0.9
O -7.34559 7.50651 19.37255 -0.8 0.7 1.2
C -7.48547 6.25243 18.67956 -0.3 0.6 -0.6
C -7.34794 6.63625 17.21018 -0.2 -0.9 -0.1
C -8.08798 9.46436 20.54655 1.3 1.2 -0.1
H -8.40423 5.70702 18.89524 -0.4 0.6 0.0
H -6.73056 5.56057 19.05314 0.5 0.5 -0.1
H -8.27545 7.03331 16.79765 -0.1 -0.1 0.2
H -7.09112 5.72256 16.67418 0.1 0.2 -0.4
H -6.59997 7.41189 17.04584 0.2 -0.3 0.2
H -7.14383 9.37812 21.08436 0.0 0.0 -0.1
H -8.83543 9.90085 21.20903 -0.3 -0.9 0.0
H -7.95855 10.27085 19.82479 0.3 -0.1 -0.3
O -23.67264 12.00737 13.48220 2.0 0.4 -1.8
C -22.90906 12.62125 12.71733 -2.9 0.4 3.3
O -21.74490 12.22381 12.27874 0.1 0.6 -0.9
C -21.12108 11.06888 12.75149 1.8 -1.8 -1.4
C -20.10832 10.64061 11.61549 -0.4 0.6 0.2
C -23.23277 14.06995 12.36889 0.5 -0.9 -0.7
H -21.77132 10.20929 12.91396 -0.4 0.4 0.3
H -20.57494 11.33020 13.65788 -0.1 -0.2 0.1
H -20.56392 10.42242 10.64962 -0.7 -0.3 0.3
H -19.51548 9.76235 11.87108 0.0 0.2 0.3
H -19.46437 11.46847 11.31874 0.3 0.1 0.6
H -24.01003 14.00465 11.60750 0.0 0.4 -0.1
H -22.32366 14.52337 11.97390 -0.3 0.3 -0.1
H -23.62858 14.61313 13.22702 0.1 -0.3 0.0
O -14.37453 11.28873 1.14306 -0.4 -0.5 -0.1
C -13.53239 10.52675 1.54056 0.5 0.4 -1.3
O -13.40321 9.23770 1.13929 1.1 0.0 0.8
C -14.32144 8.57892 0.26729 -0.9 -0.9 0.6
C -14.17446 7.01758 0.44885 0.7 0.9 -0.2
C -12.48427 10.97942 2.52760 -0.3 0.4 0.9
H -14.14000 8.89697 -0.75937 0.0 -0.1 0.0
H -15.31750 8.88802 0.58416 -0.1 0.0 -0.3
H -14.15477 6.70328 1.49236 -0.1 0.4 0.1
H -13.22244 6.69813 0.02492 0.1 0.1 0.0
H -14.92605 6.40652 -0.05095 -0.3 0.5 -0.1
H -11.41070 10.86933 2.37450 -0.3 -0.9 -0.4
H -12.81402 10.50563 3.45220 0.5 -0.2 0.3
H -12.56936 12.05016 2.71292 -0.5 0.0 -0.3
O -14.44481 15.90606 14.76897 0.9 0.1 1.1
C -14.76450 16.21912 15.89971 -0.5 0.6 -2.4
O -13.99931 16.86458 16.79871 -1.0 -0.1 0.3
C -12.62916 17.15220 16.60139 1.1 -0.1 0.0
C -11.76559 15.98034 17.04775 0.7 -0.4 -0.2
C -16.21353 16.08758 16.30372 0.4 -0.1 0.6
H -12.39263 18.06068 17.15529 -0.4 -0.2 0.6
H -12.37558 17.49271 15.59747 -0.4 -0.7 -0.5
H -12.00339 15.05685 16.51982 -0.2 0.1 -0.2
H -11.74978 15.70641 18.10264 -0.6 0.5 0.2
H -10.71388 16.16917 16.83239 0.1 0.2 -0.2
H -16.63813 17.07845 16.46494 0.1 -0.1 0.4
H -16.19576 15.47921 17.20797 -0.6 0.2 0.2
H -16.82109 15.61033 15.53482 0.5 -0.1 0.0
O -6.34317 12.71384 12.30385 1.2 -2.7 -0.6
C -5.71260 11.71839 12.69572 -0.9 2.7 -0.6
O -5.27770 10.64832 11.97445 -0.8 1.1 2.1
C -5.51295 10.57808 10.58555 -0.7 -0.2 -0.3
C -4.56651 9.51468 10.12632 1.6 0.6 -0.6
C -5.35289 11.71741 14.14154 0.9 -1.3 0.7
H -5.32061 11.57697 10.19398 0.0 -0.2 -0.5
H -6.52781 10.27499 10.32810 -0.3 0.3 0.5
H -4.73890 9.21021 9.09400 -0.1 -0.1 0.1
H -4.42186 8.65622 10.78223 -0.8 0.0 0.0
H -3.60446 10.02457 10.17673 0.4 -0.3 -0.4
H -6.28014 11.65447 14.71104 0.1 0.0 0.1
H -4.78080 12.57758 14.48928 -0.4 0.4 -0.6
H -4.69605 10.88215 14.38446 -0.3 -0.3 0.1
O -6.39297 15.79775 6.32024 1.3 3.2 2.2
C -6.37373 16.87249 6.97690 -1.6 -2.5 -2.5
O -5.29553 17.60476 7.35813 -1.1 -0.7 0.0
C -4.02230 17.13715 6.94909 1.6 0.3 -1.3
C -3.07454 18.31746 6.58754 -0.7 -0.3 0.3
C -7.74988 17.50194 7.29974 2.1 0.5 0.3
H -4.12625 16.52887 6.05060 -0.2 -0.1 0.1
H -3.52603 16.50960 7.68937 -0.4 0.0 0.3
H -3.53326 19.00865 5.88047 -0.2 -0.1 0.0
H -2.18533 17.92843 6.09150 0.0 -0.1 0.2
H -2.76819 18.89559 7.45934 0.0 -0.1 0.0
H -8.12929 16.90549 8.12944 -0.5 0.2 -0.2
H -8.36630 17.52971 6.40121 0.0 -0.5 0.3
H -7.54621 18.52983 7.59985 -0.4 0.0 0.3
O -11.78215 -0.55812 7.72619 1.8 0.2 1.5
C -10.70141 -0.79522 8.27394 -1.9 0.5 -2.1
O -9.73957 0.10260 8.52156 1.2 -1.2 1.4
C -9.88068 1.51355 8.55799 -0.3 0.5 -1.3
C -8.55332 2.28436 8.90342 -1.0 -1.8 -0.8
C -10.24309 -2.19544 8.53739 0.5 -0.6 0.5
H -10.72558 1.74733 9.20575 0.2 0.2 0.3
H -10.21591 1.72038 7.54166 0.0 0.8 0.0
H -8.75715 3.33007 8.67312 0.1 0.1 0.8
H -7.72418 1.99892 8.25601 -0.3 -0.2 -0.4
H -8.20057 1.96765 9.88493 -0.3 0.8 0.3
H -10.47287 -2.87306 7.71512 0.0 0.4 -0.2
H -10.74381 -2.64915 9.39268 -0.2 0.3 0.2
H -9.17531 -2.22587 8.75415 -0.1 0.0 -0.1
O -13.24260 1.32956 15.89277 1.2 -0.2 -1.0
C -12.66763 1.92874 15.01190 0.5 -0.4 0.3
O -11.50988 1.55538 14.32218 -1.3 -0.5 0.4
C -10.91973 0.26371 14.55583 0.6 -0.3 1.9
C -10.15513 0.24163 15.90110 0.4 0.4 0.2
C -13.16919 3.24176 14.50515 -0.1 -0.6 -0.3
H -10.22288 0.02888 13.75126 -0.1 0.6 -0.1
H -11.59035 -0.59488 14.59030 -0.8 0.5 -0.2
H -9.20683 0.77673 15.85118 0.3 -0.2 -0.4
H -9.98159 -0.77478 16.25450 0.2 -0.1 -0.3
H -10.60592 0.73731 16.76085 -0.9 0.0 -0.4
H -13.31453 3.90323 15.35923 0.3 0.2 -0.3
H -14.16303 2.98578 14.13793 -0.1 0.3 -0.2
H -12.54862 3.59468 13.68147 -0.1 0.4 0.4